1.
# C57H47FLuN4O3P2S4

A molecular structure, C57H47FLuN4O3P2S4 (wB97M-V/def2-TZVPD, OMol25).

Each line ends with the Mulliken charge.
Positions of all 119 atoms, in Å:
Lu: 0.03247 0.38643 0.19731  1.040
S: 2.77785 -0.20895 1.33300  -0.520
P: 1.69070 -1.89579 1.51027  1.363
C: 0.51782 -2.12328 0.33404  -1.578
P: 1.10376 -2.23517 -1.22732  1.960
S: 1.72243 -0.49836 -2.07720  -0.752
C: -0.21133 -2.88527 -2.32108  0.085
C: 0.00711 -2.99764 -3.69478  -0.632
C: -0.98734 -3.47817 -4.52651  -0.703
C: -2.22496 -3.83748 -3.99202  -0.431
C: -2.45112 -3.71319 -2.63276  -0.576
C: -1.44190 -3.24408 -1.79473  -0.158
C: 2.42991 -3.48358 -1.49575  0.176
C: 2.12263 -4.83922 -1.39480  -0.465
C: 3.11158 -5.80159 -1.51864  -0.659
C: 4.42905 -5.41706 -1.74434  -0.416
C: 4.74364 -4.07007 -1.84581  -0.711
C: 3.74720 -3.10826 -1.72238  -0.254
C: 0.85462 -1.87589 3.14159  0.535
C: 1.38339 -1.16851 4.21427  -0.674
C: 0.76347 -1.20926 5.45633  -0.689
C: -0.39251 -1.95956 5.63185  -0.480
C: -0.93533 -2.65423 4.55841  -0.686
C: -0.31775 -2.60454 3.31771  0.106
C: 2.80230 -3.34567 1.76902  0.671
C: 4.18315 -3.22563 1.80757  -0.189
C: 4.98340 -4.33928 2.04115  -0.622
C: 4.40441 -5.58277 2.24562  -0.472
C: 3.01943 -5.71135 2.20712  -0.670
C: 2.22833 -4.60045 1.96635  -0.571
H: 0.95860 -2.68327 -4.10920  0.345
H: -0.81021 -3.55893 -5.59238  0.371
H: -3.01279 -4.19699 -4.64375  0.338
H: -3.42147 -3.95527 -2.21740  0.384
H: -1.60024 -3.11728 -0.72954  0.337
H: 1.09763 -5.14108 -1.20621  0.373
H: 2.85914 -6.85133 -1.42833  0.383
H: 5.20632 -6.16692 -1.83269  0.371
H: 5.76980 -3.76388 -2.01088  0.381
H: 3.98084 -2.05162 -1.78867  0.368
H: 2.26411 -0.55737 4.05712  0.321
H: 1.17548 -0.64142 6.28200  0.384
H: -0.88577 -1.98312 6.59712  0.384
H: -1.86166 -3.20346 4.67955  0.390
H: -0.75661 -3.08840 2.45226  0.176
H: 4.62295 -2.24806 1.64288  0.344
H: 6.06156 -4.23206 2.05921  0.390
H: 5.02688 -6.45096 2.42757  0.368
H: 2.55720 -6.68014 2.35570  0.391
H: 1.14919 -4.69980 1.91810  0.364
S: -3.58394 -0.57952 -1.08746  -0.259
C: -2.60017 0.20334 -2.18816  -0.079
N: -1.34035 0.62552 -2.06498  0.762
C: -0.92119 1.33553 -3.18791  -1.805
C: 0.28219 2.03951 -3.32279  -0.326
C: 0.53631 2.76642 -4.47223  -1.151
C: -0.38756 2.82085 -5.51849  -0.532
C: -1.59113 2.14737 -5.39918  -0.490
C: -1.84977 1.42475 -4.24008  1.561
S: -3.29281 0.59547 -3.78126  -0.415
H: 1.01409 2.01532 -2.53204  0.536
H: 1.47989 3.29096 -4.55921  0.423
H: -0.16443 3.38170 -6.41760  0.381
H: -2.32663 2.18305 -6.19461  0.448
F: -3.97002 4.04553 -3.55543  -0.290
C: -3.59758 4.38419 -2.31077  -0.140
C: -2.47623 3.82572 -1.75553  1.280
C: -2.07190 4.22020 -0.49047  -0.139
C: -0.92914 3.48841 0.12520  0.909
O: -0.41027 2.58350 -0.52866  -0.871
C: -0.59482 3.86098 1.45822  -0.198
C: -1.27449 4.87124 2.04309  -0.550
N: -2.34846 5.52410 1.50490  0.323
C: -3.02495 6.56000 2.24234  -0.261
C: -4.38978 6.27253 2.80971  -0.509
C: -3.19919 6.39677 3.71584  -1.027
C: -2.77171 5.19245 0.23435  -0.430
C: -3.92462 5.74867 -0.33862  -1.085
C: -4.32619 5.31536 -1.57957  -0.641
N: -5.59319 5.87256 -2.08950  0.565
C: -5.43933 7.17484 -2.81771  -0.547
C: -6.81069 7.87956 -2.82752  -0.701
N: -7.80506 6.93043 -2.34620  -0.439
C: -7.80904 5.71329 -3.14581  -0.658
C: -6.48134 4.96430 -2.90952  -0.703
C: 0.42815 3.08506 2.27759  -0.042
O: 0.87876 3.65554 3.27181  -0.818
O: 0.62332 1.91636 1.85821  -0.370
H: -1.90848 3.07456 -2.29264  0.170
H: -0.97652 5.16518 3.04089  0.812
H: -2.84271 7.56335 1.87223  0.428
H: -4.77619 5.27381 2.65581  0.289
H: -5.12318 7.06768 2.79608  0.321
H: -2.83659 5.48683 4.17096  0.371
H: -3.09279 7.28493 4.32118  0.248
H: -4.52003 6.46203 0.21753  0.591
H: -5.08618 6.91151 -3.81358  0.365
H: -4.66482 7.74701 -2.31464  0.424
H: -7.01009 8.24298 -3.84266  0.360
H: -6.79287 8.73817 -2.15808  0.403
H: -8.72223 7.34613 -2.28024  0.295
H: -6.18640 6.07787 -1.27974  0.563
H: -7.92296 5.91631 -4.21734  0.309
H: -8.64010 5.08434 -2.83432  0.368
H: -5.96526 4.74584 -3.83358  0.372
H: -6.59160 4.04196 -2.34248  0.534
C: -1.70261 0.04389 1.73431  0.101
C: -2.61412 -0.11238 2.52956  -0.410
C: -3.68883 -0.29399 3.45417  0.199
C: -3.56210 0.08584 4.79634  -0.297
C: -4.60604 -0.09683 5.68951  -0.593
C: -5.80377 -0.66363 5.26862  -0.375
C: -5.94189 -1.04562 3.93939  -0.503
C: -4.89957 -0.86490 3.04302  -0.344
H: -2.62024 0.50882 5.12190  0.523
H: -4.47996 0.19642 6.72541  0.365
H: -6.61635 -0.81172 5.96941  0.368
H: -6.86711 -1.49534 3.59816  0.380
H: -4.99894 -1.16323 2.00671  0.462

Forces on atoms 1 to 3 (eV/Å):
0.69 -0.26 0.19
-0.14 -0.20 0.07
0.33 0.07 0.45

The charge is -1. For the relative energy (zero: lowest compared OMol25 entry of this formula, charge and spin), the calculation gives 7.10 kJ/mol. The value obtained for the total energy is -6255.9889 a.u. The calculation puts the molar mass at 1220.209 g/mol. The calculation puts the HOMO-LUMO gap at 0.1485 hartree. The LUMO energy is 0.47 eV.

***

2.
# C57H48AsN4O2P2S2SeTeTl

A molecular structure, C57H48AsN4O2P2S2SeTeTl (wB97M-V/def2-TZVPD, OMol25).

Each line ends with the Mulliken charge.
Positions of all 119 atoms, in Å:
Tl: 1.13797 -0.61872 0.74777  1.001
O: -0.19602 0.64375 2.52449  0.303
N: 0.21513 1.60996 3.30265  0.179
C: -0.72103 2.24455 4.04174  -0.253
C: -0.41590 3.26566 4.89952  -0.998
C: 0.91866 3.65924 5.01352  -0.411
C: 1.86597 3.00934 4.26370  -0.822
C: 1.54197 1.96685 3.36677  -0.052
S: 2.73040 1.21458 2.40312  -0.133
H: -1.72343 1.87633 3.88307  0.655
H: -1.20897 3.74187 5.45887  0.467
H: 1.20159 4.46748 5.67668  0.361
H: 2.91164 3.27463 4.32146  0.443
Te: 0.56322 3.76993 -3.36038  0.245
C: 0.49283 3.25178 -5.42317  -0.022
C: -0.58480 3.58373 -6.23441  -0.221
C: -0.59339 3.16423 -7.55742  -0.366
N: 0.38291 2.45672 -8.12173  -0.679
C: 1.41816 2.14553 -7.33653  -0.367
C: 1.51907 2.51320 -6.00531  -0.054
C: 0.59676 1.72654 -2.75046  -1.098
P: -0.83148 1.27795 -1.76366  0.837
C: -1.24793 2.59715 -0.54493  0.734
C: -0.30673 3.51904 -0.09739  -0.357
C: -0.65399 4.51129 0.81157  -0.723
C: -1.95631 4.60368 1.27736  -0.665
C: -2.89513 3.65950 0.87700  -0.779
C: -2.53461 2.65246 -0.00314  -0.783
C: -2.16362 1.50749 -3.01932  0.525
C: -3.00823 2.60487 -3.15603  -0.216
C: -3.86808 2.70927 -4.24418  -0.648
C: -3.88347 1.72930 -5.22536  -0.486
C: -3.03747 0.63290 -5.10686  -0.557
C: -2.19481 0.52478 -4.01272  -0.394
P: 2.04979 1.09908 -1.81059  0.551
C: 3.50309 1.92759 -2.57977  0.124
C: 4.31063 1.37544 -3.57306  -0.361
C: 5.44896 2.03884 -4.01615  -0.767
C: 5.80336 3.26418 -3.47416  -0.521
C: 5.01219 3.82536 -2.47972  -0.613
C: 3.88313 3.15780 -2.03529  -0.369
C: 2.28121 -0.57719 -2.62393  0.207
C: 3.47227 -2.65488 -2.30169  0.359
C: 2.73769 -3.55804 -3.17304  0.045
C: 1.81892 -3.26736 -4.11086  -1.509
C: 1.46107 -1.93293 -4.58096  0.229
C: 1.70730 -0.76845 -3.97131  -0.203
H: -1.42214 4.14539 -5.83806  0.333
H: -1.43605 3.40363 -8.20028  0.358
H: 2.21349 1.57416 -7.80563  0.377
H: 2.38911 2.23076 -5.42431  0.328
H: 0.71851 3.45119 -0.44582  0.046
H: 0.09817 5.21355 1.15166  0.440
H: -2.22798 5.38381 1.97828  0.331
H: -3.90774 3.69866 1.26337  0.391
H: -3.25887 1.89470 -0.28275  0.598
H: -2.99279 3.39448 -2.41604  0.290
H: -4.51507 3.57489 -4.33325  0.373
H: -4.54184 1.82351 -6.08117  0.347
H: -3.02599 -0.12982 -5.87653  0.414
H: -1.52431 -0.32388 -3.92469  0.176
H: 4.06366 0.41391 -4.00350  0.461
H: 6.06326 1.58813 -4.78665  0.405
H: 6.70246 3.76899 -3.80729  0.355
H: 5.28007 4.77940 -2.04164  0.394
H: 3.29340 3.58287 -1.23121  0.245
H: 5.08051 -2.32798 -1.03172  0.365
H: 2.99988 -4.60270 -3.02489  0.232
H: 1.37610 -4.09562 -4.65604  0.250
H: 0.93339 -1.90134 -5.53109  0.355
H: 1.33454 0.14432 -4.42221  0.431
N: -0.53749 -2.71565 -1.65860  -0.108
C: -1.07335 -2.09806 -0.82445  -0.265
H: 0.13541 -3.05287 -2.33045  0.282
Se: 5.64503 -4.59085 -2.05128  -0.563
C: 4.64026 -3.03804 -1.72496  -0.990
N: 2.96738 -1.38158 -1.90772  -0.108
C: 4.05311 -4.25104 2.54784  -1.163
S: 2.63731 -3.52022 1.71521  0.858
C: 2.08517 -4.99790 0.86166  -0.987
O: 1.63028 -3.32327 2.81386  -0.817
H: 3.68801 -5.04544 3.19833  0.323
H: 4.51925 -3.45984 3.13202  0.344
H: 4.74631 -4.62848 1.79313  0.371
H: 1.80962 -5.72595 1.62507  0.406
H: 2.87827 -5.36567 0.20943  0.404
H: 1.21024 -4.71251 0.27842  0.159
C: -3.74718 -6.03651 4.09815  -0.448
C: -3.89865 -5.46125 2.84262  -0.633
C: -3.12062 -4.37267 2.48058  -0.337
C: -2.19005 -3.82693 3.36446  0.555
C: -2.03134 -4.42426 4.60997  -0.260
C: -2.80642 -5.51881 4.97580  -0.607
As: -1.17015 -2.23409 2.74863  0.076
C: -0.80089 -1.54942 4.53649  0.063
C: 0.32333 -1.80498 5.30525  -0.302
C: 0.45142 -1.21469 6.55795  -0.634
C: -0.54234 -0.36886 7.03432  -0.848
C: -1.66709 -0.10856 6.26474  -0.289
C: -1.80823 -0.70175 5.01516  0.591
C: -2.91761 -0.46273 4.07137  -0.011
C: -4.01177 0.36826 4.28471  -0.236
C: -4.94392 0.55741 3.27226  -0.860
C: -4.77940 -0.06163 2.03950  -0.666
C: -3.68689 -0.89456 1.82187  -0.549
C: -2.77155 -1.10760 2.83884  0.336
H: -4.35965 -6.88185 4.38809  0.344
H: -4.62317 -5.86392 2.14467  0.388
H: -3.24008 -3.92950 1.49704  0.310
H: -1.30132 -4.02981 5.30602  0.348
H: -2.67479 -5.96658 5.95405  0.377
H: 1.10247 -2.44188 4.90457  0.460
H: 1.33329 -1.40735 7.15675  0.428
H: -0.43575 0.10058 8.00505  0.347
H: -2.42157 0.57622 6.63536  0.332
H: -4.14060 0.87938 5.23245  0.377
H: -5.79468 1.20711 3.44114  0.361
H: -5.48893 0.12188 1.24162  0.421
H: -3.52493 -1.34451 0.84874  0.286

Forces on atoms 1 to 3 (eV/Å):
0.20 0.34 0.08
0.03 -0.07 -0.20
0.09 0.05 0.06

The charge is -2. For the relative energy (zero: lowest compared OMol25 entry of this formula, charge and spin), the calculation gives 236.81 kJ/mol. The value obtained for the total energy is -9127.0646 a.u. The calculation puts the molar mass at 1432.984 g/mol. The calculation puts the HOMO-LUMO gap at 0.1958 hartree. The LUMO energy is 3.71 eV.

***

- Number 2 is which compound?
  C57H48AsN4O2P2S2SeTeTl

***

- Which of these has the lowest molar mass?
  C57H47FLuN4O3P2S4

***

- Which of these has the lowest molar mass?
  C57H47FLuN4O3P2S4

***

- What is the formula in the second record?
  C57H48AsN4O2P2S2SeTeTl